# 1
Here is C43H40AsF5N10OS5SeSi2W as an isolated structure at a distorted geometry from the OMol25 dataset. Energies are from the ωB97M-V functional and the def2-TZVPD basis.

Positions of all 109 atoms, in Å:
1 W 0.07250 -0.22920 0.40880
2 C -5.21090 -1.26510 -1.07500
3 N -3.84220 -0.86480 -1.25280
4 C -3.00260 -0.47750 -0.29650
5 N -1.83290 -0.14250 -0.83080
6 C -2.03530 -0.36340 -2.15800
7 N -3.24370 -0.77600 -2.43760
8 C -5.92550 -0.18060 -0.31070
9 C -6.65200 -0.44430 0.84650
10 C -7.22640 0.60840 1.55170
11 C -7.06250 1.91240 1.14450
12 C -6.32260 2.19230 -0.01530
13 C -5.77820 1.12420 -0.74020
14 C -6.03350 3.52680 -0.42770
15 N -6.55390 4.65790 -0.01180
16 N -5.90080 5.65200 -0.60880
17 C -4.97640 5.11800 -1.38020
18 O -5.02900 3.74920 -1.33570
19 C -3.93670 5.76990 -2.09750
20 C -3.79680 7.16900 -2.06960
21 C -2.70210 7.76380 -2.64720
22 C -1.70210 6.99570 -3.23760
23 C -1.83300 5.61100 -3.28430
24 C -0.68930 4.74410 -3.76560
25 N -0.25060 3.95790 -2.64150
26 C -0.58890 2.70470 -2.31960
27 N -0.17110 2.41750 -1.10200
28 C 0.40850 3.57340 -0.70040
29 N 0.37480 4.52190 -1.60070
30 C -2.94810 5.00630 -2.74240
31 H -5.22230 -2.22510 -0.54690
32 H -5.62390 -1.41630 -2.07510
33 H -3.25890 -0.43370 0.74300
34 H -1.27710 -0.24640 -2.91190
35 H -6.75240 -1.45920 1.19860
36 H -7.78900 0.39250 2.44860
37 H -7.46710 2.73550 1.71100
38 H -5.22070 1.33500 -1.64200
39 H -4.54960 7.74800 -1.55930
40 H -2.59020 8.83750 -2.61380
41 H -0.81440 7.46380 -3.63290
42 H 0.14660 5.35760 -4.11220
43 H -0.98700 4.05620 -4.56190
44 H -1.12960 2.05370 -2.97430
45 H 0.82980 3.71050 0.27060
46 H -3.04900 3.93030 -2.76140
47 C -2.37620 1.13810 3.26960
48 Si -1.25130 1.56120 1.72690
49 C -2.49250 2.74960 0.79620
50 C -0.01580 2.75710 2.59490
51 C -0.47790 3.81020 3.37300
52 C 0.39150 4.70440 3.96730
53 C 1.75460 4.54480 3.78990
54 C 2.22470 3.49120 3.02620
55 C 1.36050 2.58960 2.41770
56 Si 2.02270 1.17510 1.26670
57 C 3.45020 0.40390 2.34270
58 C 3.15280 2.20040 0.03700
59 H -2.87120 2.03080 3.64620
60 H -1.78500 0.72060 4.08040
61 H -3.14980 0.41000 3.03750
62 H -3.47110 2.77510 1.26860
63 H -2.64570 2.46100 -0.23870
64 H -2.10500 3.76440 0.78730
65 H -1.54120 3.94290 3.50700
66 H 0.00740 5.52590 4.56040
67 H 2.44740 5.24450 4.24330
68 H 3.29170 3.37660 2.89480
69 H 4.19170 1.14710 2.62680
70 H 3.95590 -0.37130 1.77540
71 H 3.07720 -0.06320 3.24860
72 H 3.32590 3.20500 0.41140
73 H 2.71120 2.30390 -0.95040
74 H 4.12130 1.72380 -0.08870
75 S -3.65840 -4.39100 -0.75430
76 As -1.81730 -3.95830 0.15430
77 S -1.25390 -1.57060 2.07940
78 S -0.59600 -2.59590 -1.22080
79 S -0.08050 -4.59360 -1.23420
80 N 0.79610 -1.46510 3.91180
81 C 0.36480 -2.26250 2.81260
82 S 1.49190 -2.02160 1.41370
83 N 0.15520 -3.58350 3.31050
84 C 0.28540 -4.77940 2.61390
85 C 1.42320 -5.09190 1.87250
86 C 1.50960 -6.31040 1.22680
87 C 0.49550 -7.24550 1.33550
88 C -0.60690 -6.96790 2.12640
89 C -0.71310 -5.74700 2.76290
90 H 0.85060 -0.47950 3.66980
91 H 0.18390 -1.59650 4.70920
92 H -0.69430 -3.58760 3.86660
93 H 2.21820 -4.36760 1.78470
94 H 2.37700 -6.53450 0.62150
95 H 0.54810 -8.17900 0.79510
96 H -1.39170 -7.70090 2.24000
97 H -1.58620 -5.52320 3.36460
98 F 6.86440 0.44090 -4.09030
99 C 5.62590 0.37430 -3.55470
100 C 5.39240 -0.37850 -2.40290
101 F 6.42160 -1.03340 -1.83060
102 C 4.11760 -0.46470 -1.87690
103 F 3.90800 -1.18660 -0.76790
104 C 3.02290 0.16890 -2.48020
105 Se 1.23720 -0.13420 -1.95270
106 C 3.29400 0.93250 -3.62640
107 F 2.27720 1.59090 -4.21620
108 C 4.56400 1.04680 -4.15620
109 F 4.78700 1.79350 -5.25880

Force components x, y, z for each atom (eV/Å):
0.0 -1.4 -0.2
-0.4 -0.3 0.1
0.7 0.3 0.7
0.1 0.0 -0.1
-0.1 -0.2 0.3
-0.2 0.1 -0.2
-0.1 0.1 -1.1
-0.2 -0.3 0.1
0.1 0.3 -0.3
-0.1 -0.3 0.1
0.3 0.5 -0.5
0.0 -1.7 0.2
-0.3 0.7 0.2
0.2 1.9 -0.3
-0.5 -2.1 0.4
1.7 0.8 -1.4
-1.8 -0.6 1.3
-0.5 0.8 0.6
1.6 0.5 -1.0
-0.5 -0.7 0.2
0.4 0.1 -0.2
-0.4 -0.3 0.1
0.4 0.5 -0.3
-0.1 0.2 0.1
0.1 -0.7 0.0
0.2 -0.3 0.5
-0.3 0.2 0.1
-0.3 -0.1 -0.3
0.4 1.1 0.0
-0.8 0.3 0.4
0.0 0.1 -0.1
0.1 0.0 0.1
0.0 0.0 0.3
0.1 0.0 0.0
0.0 -0.1 0.0
0.0 0.0 0.1
-0.1 0.1 0.1
0.2 0.0 0.0
-0.1 0.1 0.1
0.0 0.1 0.0
0.1 0.1 0.0
-0.1 -0.1 0.0
0.0 0.1 0.1
0.0 -0.2 -0.2
0.2 0.1 0.3
0.1 -0.1 0.1
0.3 0.0 -0.5
0.1 0.3 1.0
0.3 -0.4 -0.1
-0.3 -0.3 -0.4
-0.1 0.2 0.1
-0.1 0.2 0.1
0.2 0.1 0.1
0.2 0.2 0.2
0.1 -0.4 -0.3
0.7 0.6 0.6
-0.7 0.1 -0.3
-0.6 -0.3 0.0
0.0 0.3 0.0
0.2 -0.1 0.0
-0.1 -0.2 -0.1
-0.2 -0.1 0.3
0.0 -0.1 -0.2
0.1 0.2 0.0
-0.2 0.1 0.0
0.0 0.1 0.0
0.0 0.0 0.0
0.2 0.0 0.0
0.1 0.3 0.0
0.1 -0.1 -0.2
-0.1 -0.1 0.1
0.1 0.2 0.2
0.0 0.0 -0.1
0.2 -0.2 0.0
-0.6 -0.1 -0.2
0.2 -0.2 0.0
0.8 0.6 -0.2
-0.5 -0.2 -0.3
0.4 -0.4 -0.1
0.5 0.1 0.8
-0.5 0.8 -0.7
-0.4 0.9 -0.4
-0.2 -0.5 0.5
0.1 -0.1 0.2
0.1 -0.1 0.1
0.0 -0.1 0.1
0.0 -0.2 -0.1
0.0 0.0 0.1
0.1 -0.1 0.0
-0.2 -0.2 -0.1
-0.1 0.2 0.0
0.1 0.0 -0.1
0.0 -0.1 0.0
0.1 0.1 -0.1
0.1 -0.1 0.0
-0.1 -0.1 0.0
-0.1 0.1 0.0
-0.3 0.0 0.2
-0.3 0.0 0.1
0.3 0.1 -0.2
-0.1 0.1 -0.1
-0.6 0.2 -0.1
0.3 0.1 -0.3
0.8 -0.1 0.0
-0.4 -0.3 -0.4
-0.4 -0.3 0.7
0.3 0.0 -0.2
0.3 -0.1 0.0
0.0 -0.1 0.2

As for the gap between HOMO and LUMO (spin up / spin down): 4.478 / 4.492 eV. The HOMO energy (spin up / spin down) is -1.52 / -1.53 eV. As for the LUMO energy (spin up / spin down): 2.96 / 2.96 eV. The charge is -2.

Here are the Löwdin charges for atoms 1 to 4, given in e: 0.461, -0.108, -0.123, -0.204

***

# 2
Here is C43H40BaF6GeN5O7S2Si as an isolated structure at a distorted geometry from the OMol25 dataset. Energies are from the ωB97M-V functional and the def2-TZVPD basis.

Positions of all 106 atoms, in Å:
1 Ba -1.41481 -0.98249 -0.17672
2 C 1.27408 -1.58859 -2.63533
3 C 2.03894 -1.63450 -1.34177
4 C 3.41989 -1.69869 -1.36019
5 C 4.07789 -1.69453 -0.12910
6 C 3.35854 -1.67571 1.03288
7 C 1.92348 -1.68401 1.00891
8 N 1.31714 -1.60412 -0.21478
9 N 1.14316 -1.76313 2.08603
10 Si 1.75814 -1.99816 3.65307
11 C 0.41440 -2.42722 4.90216
12 C 2.62048 -0.48389 4.38368
13 C 2.96070 -3.46257 3.80535
14 H 1.93910 -1.41664 -3.47981
15 H 0.54713 -0.76969 -2.63785
16 H 0.74401 -2.52616 -2.79971
17 H 3.95498 -1.70683 -2.30029
18 H 5.16306 -1.69545 -0.08860
19 H 3.87014 -1.65191 1.98421
20 H -0.19130 -1.55973 5.16771
21 H 0.89620 -2.78493 5.81771
22 H -0.24997 -3.21446 4.53927
23 H 1.95009 0.37805 4.31648
24 H 3.53903 -0.23026 3.84991
25 H 2.87058 -0.64227 5.43791
26 H 2.59412 -4.30441 3.21114
27 H 3.01931 -3.78585 4.84937
28 H 3.97323 -3.23678 3.46738
29 F -4.34166 -3.89374 -1.82662
30 C -3.56920 -3.98117 -2.89051
31 F -4.27867 -3.89980 -4.00906
32 F -2.99247 -5.20047 -2.87960
33 S -2.10265 -2.81886 -2.87018
34 O -1.41222 -3.22216 -1.66680
35 O -1.49325 -3.08906 -4.13572
36 N -2.44797 -1.27258 -2.71375
37 S -3.87485 -0.60934 -2.97281
38 O -3.93307 0.56683 -2.16765
39 O -4.96579 -1.53045 -3.03128
40 C -3.66080 -0.07721 -4.72309
41 F -3.43481 -1.14923 -5.48685
42 F -4.77856 0.52350 -5.16402
43 F -2.64524 0.77206 -4.85563
44 C -0.15189 2.62562 3.44659
45 C -0.99136 2.37345 4.52646
46 C -1.68630 1.17485 4.62615
47 C -1.56008 0.19162 3.64000
48 C -0.70158 0.50229 2.61004
49 C 0.01277 1.65764 2.45890
50 C -2.27685 -1.10881 3.67478
51 C -3.19671 -1.41687 4.71410
52 C -3.78275 -2.64120 4.74938
53 C -3.45267 -3.60483 3.76804
54 C -3.99123 -4.91262 3.74599
55 C -3.62725 -5.79254 2.76809
56 C -2.69954 -5.40243 1.77394
57 C -2.16999 -4.14688 1.77289
58 C -2.54534 -3.20811 2.76586
59 N -2.00450 -1.96355 2.72136
60 H 0.37691 3.56859 3.37738
61 H -1.10667 3.12138 5.30129
62 H -2.32467 1.01873 5.48664
63 H 0.67812 1.80892 1.61243
64 H -3.43938 -0.67336 5.45888
65 H -4.49954 -2.89442 5.52288
66 H -4.69696 -5.19984 4.51787
67 H -4.04439 -6.79169 2.75218
68 H -2.41034 -6.10521 1.00288
69 H -1.44528 -3.85199 1.02431
70 O -5.56382 -0.84524 1.03755
71 N -4.36128 -0.94196 0.86654
72 O -3.85865 -1.98122 0.35326
73 O -3.57711 -0.01647 1.22254
74 C -0.92604 2.11717 -1.94301
75 Ge 1.04291 2.15368 -1.45020
76 C 1.76125 1.91821 -3.34400
77 C 1.06198 2.31310 -4.48694
78 C 1.54773 2.06670 -5.76710
79 C 2.76331 1.41712 -5.93856
80 C 3.48069 1.01707 -4.81925
81 C 2.97676 1.26096 -3.54687
82 C 1.20263 4.19310 -1.37257
83 C 0.09767 4.95963 -1.07589
84 C 0.14770 6.37064 -0.99310
85 C 1.31603 7.04026 -1.21094
86 C 2.50036 6.31201 -1.48258
87 C 3.74209 6.96993 -1.67349
88 C 4.88979 6.26154 -1.88812
89 C 4.84855 4.85091 -1.91355
90 C 3.66157 4.19452 -1.74621
91 C 2.44337 4.89320 -1.54190
92 H -1.23287 2.95246 -2.57938
93 H -1.58413 2.13378 -1.06631
94 H -1.14475 1.19957 -2.50459
95 H 0.11146 2.82565 -4.37995
96 H 0.97356 2.37904 -6.63314
97 H 3.14237 1.21763 -6.93467
98 H 4.42745 0.49974 -4.93796
99 H 3.53325 0.90995 -2.68169
100 H -0.85968 4.47662 -0.91541
101 H -0.76041 6.92175 -0.77097
102 H 1.35938 8.12402 -1.17316
103 H 3.76433 8.05469 -1.63554
104 H 5.83217 6.77906 -2.02796
105 H 5.76063 4.28563 -2.06392
106 H 3.63665 3.11341 -1.75564

Force components x, y, z for each atom (eV/Å):
0.8 0.7 1.3
0.0 0.0 0.0
0.0 0.2 0.0
0.0 0.0 -0.1
0.0 0.0 0.1
0.0 0.0 0.0
-0.1 0.1 0.0
0.0 -0.3 -0.2
0.1 0.0 -0.1
-0.1 0.0 0.0
0.0 0.0 0.0
0.0 0.0 0.0
0.0 0.0 0.0
0.0 0.0 0.0
0.0 0.0 0.0
0.0 0.0 0.0
0.0 0.0 0.0
0.0 0.0 0.0
0.0 0.0 0.0
0.0 0.0 0.0
0.0 0.0 0.0
0.0 0.0 0.0
0.0 0.0 0.0
0.0 0.0 0.0
0.0 0.0 0.0
0.0 0.0 0.0
0.0 0.0 0.0
0.0 0.0 0.0
0.0 0.1 -0.1
0.1 -0.2 0.1
0.0 0.1 0.1
0.0 0.0 0.0
-0.1 0.0 -1.0
0.1 -0.2 0.2
0.1 -0.2 0.0
-0.8 -0.8 0.1
0.5 0.0 -0.1
-0.2 0.1 -0.1
0.0 0.1 0.0
-0.1 0.2 0.0
0.0 0.1 0.0
0.1 0.0 0.0
-0.1 -0.1 0.0
-0.1 0.0 0.1
0.0 0.0 0.0
0.0 0.1 0.0
-0.2 -0.1 0.0
0.1 -0.1 -0.1
0.1 0.0 -0.1
0.0 0.0 0.0
0.0 0.1 0.0
0.0 -0.1 0.0
0.0 0.1 0.0
0.0 0.0 0.0
0.0 0.0 0.0
0.0 0.0 0.0
0.0 0.1 0.0
0.0 -0.1 0.0
0.0 0.0 -0.1
0.0 0.0 0.0
0.0 0.0 0.0
0.0 0.0 0.0
0.0 0.0 0.0
0.0 0.0 0.0
0.0 0.0 0.0
0.0 0.0 0.0
0.0 0.0 0.0
0.0 0.0 0.0
0.0 0.0 0.0
-0.1 -0.1 0.0
-0.2 0.3 0.4
0.0 0.0 -0.3
-0.1 -0.1 -0.3
0.0 -0.1 0.0
0.0 0.1 0.1
-0.1 0.0 0.0
0.1 0.0 0.0
0.0 0.0 0.0
0.0 0.0 0.0
0.0 0.0 0.0
0.0 0.0 0.0
-0.1 -0.1 0.0
0.0 0.0 0.0
0.0 0.0 0.0
0.0 0.0 0.0
0.0 0.0 0.0
0.0 0.0 0.0
0.0 0.0 0.0
0.0 0.0 0.0
0.0 0.0 0.0
0.0 0.1 0.1
0.0 0.0 0.0
0.0 0.0 0.0
0.0 0.0 0.0
0.0 0.0 0.0
0.0 0.0 0.0
0.0 0.0 0.0
0.0 0.0 0.0
0.0 0.0 0.0
0.0 0.0 0.0
0.0 0.0 0.0
0.0 0.0 0.0
0.0 0.0 0.0
0.0 0.0 0.0
0.0 0.0 0.0
0.0 0.0 0.0

The multiplicity is 2. For the energy relative to the best compared isomer or geometry (same formula, charge and spin), the calculation gives 0.000 eV. As for the gap between HOMO and LUMO (spin up / spin down): 5.649 / 5.558 eV. The HOMO energy (spin up / spin down) is -1.72 / -1.72 eV. As for the LUMO energy (spin up / spin down): 3.93 / 3.84 eV. The charge is -2.

Here are the Löwdin charges for atoms 1 to 4, given in e: 1.845, -0.047, -0.379, -0.090

***

no.,molecular weight (u),E_tot (hartree)
1,1362.1,-10059.08107
2,1155.0,-6250.59746